# 1
A 2-piece molecular cluster, C3H2N2O2S overall. Source: the Open Molecules 2025 dataset; level of theory: wB97M-V/def2-TZVPD.

## Properties
Energy relative to the best compared isomer or geometry (same formula, charge and spin), kJ/mol: 576.8
Max |F|, eV Å⁻¹: 5.07
Kohn-Sham gap, eV: 7.61

```
! RIJCOSX wB97M-V def2-TZVPD def2/J DEFGRID3
* xyz 0 1
C -1.58689 -0.07550 -0.03626
C -1.02700 -1.55465 -0.01389
C 0.71746 -0.34149 -0.09341
H 0.98270 2.18598 0.63449
H -1.61623 -2.46284 0.12078
N -0.36856 0.56802 -0.14531
N 0.27794 -1.59914 -0.03403
O -0.27320 1.99119 -0.10568
O -2.74693 0.34272 0.15041
S 2.30046 0.04083 0.06272
*
```

Per-atom natural (NBO) charges, elementary charge units: atom 1 (C): 0.582, atom 2 (C): 0.103, atom 3 (C): 0.177, atom 4 (H): 0.459, atom 5 (H): 0.222, atom 6 (N): -0.196, atom 7 (N): -0.429, atom 8 (O): -0.490, atom 9 (O): -0.495, atom 10 (S): 0.068

---

# 2
One molecule with the formula C3H2N2O2S. Source: the Open Molecules 2025 dataset; level of theory: wB97M-V/def2-TZVPD.

## Properties
SMILES: O=c1nc(S)nco1
Energy relative to the best compared isomer or geometry (same formula, charge and spin), kJ/mol: 120.1
Max |F|, eV Å⁻¹: 1.50
Kohn-Sham gap, eV: 9.81

```
! RIJCOSX wB97M-V def2-TZVPD def2/J DEFGRID3
* xyz 0 1
O -2.17919 -1.57236 0.01406
C -1.27714 -0.82545 -0.04689
N 0.06900 -1.10788 0.01347
C 0.88040 -0.10895 0.02920
S 2.58588 -0.46774 -0.03239
N 0.62987 1.23815 0.04022
C -0.63076 1.48820 0.00096
O -1.61189 0.62578 -0.04667
H 2.47142 -1.78229 0.06882
H -0.93758 2.51254 -0.04077
*
```

Per-atom natural (NBO) charges, elementary charge units: atom 1 (O): -0.505, atom 2 (C): 0.859, atom 3 (N): -0.576, atom 4 (C): 0.314, atom 5 (S): 0.108, atom 6 (N): -0.549, atom 7 (C): 0.496, atom 8 (O): -0.477, atom 9 (H): 0.145, atom 10 (H): 0.185